# 1
178
Properties=species:S:1:pos:R:3:mulliken_charge:R:1 method="wB97M-V/def2-TZVPD" total_charge=+1 energy_ev=-102242.631 homo_lumo_gap_ev=5.808 largest_force_ev_per_a=12.24 de_lowest_kj_mol=2247.55 lumo_ev=-3.26
C 0.26048 1.82656 -0.34320 -0.9063
C -1.30703 2.40741 -0.41687 0.4702
N -2.27953 1.33493 -0.19829 -0.0964
C -3.39178 1.55017 0.84003 -0.6644
C -4.30459 0.21860 0.49904 1.1365
F -5.06966 0.31484 -0.80037 -0.3262
F -3.38174 -0.95525 0.22486 -0.2872
C -5.37967 -0.35046 1.55092 -0.4494
C -4.99517 -1.53025 2.67799 -0.2390
C -6.05195 -2.18755 3.74137 -0.6166
C -7.63426 -1.75647 3.76592 -0.5600
C -8.08549 -0.60552 2.66609 -0.1978
C -9.69662 -0.18073 2.70357 0.7206
F -10.41999 -1.46564 3.03272 -0.2546
F -10.15028 0.25611 1.36322 -0.2222
F -9.96633 0.80330 3.79542 -0.2219
C -7.00931 0.03121 1.61461 -0.1170
N -4.11024 2.88735 0.67935 0.5622
C -4.43666 3.33954 -0.71379 0.5518
P -6.21991 3.90479 -1.06811 0.8740
O -7.33423 2.78933 -0.86594 -0.5845
O -6.26280 4.27158 -2.80831 -0.5094
O -6.64955 5.44973 -0.30260 -0.5520
C -5.20299 3.13870 1.71810 -0.8021
C -4.64967 2.84733 3.22632 -0.5332
O -3.89213 1.63300 3.43092 -0.3496
C -2.80845 1.43220 2.40668 -0.2354
C -1.69726 2.53199 2.84996 -0.1065
C -1.30993 2.35980 4.46817 -0.8974
C 0.34068 2.13609 4.58277 0.1401
C 0.57432 1.20948 5.94776 -1.0410
C 0.90588 -0.36292 5.61962 0.0347
C 2.55802 -0.60892 5.53958 0.0254
C 2.95827 -2.10327 6.11108 -0.8845
C 2.45145 -3.34720 5.16068 -0.2152
C 3.67944 -3.61536 4.06897 -0.4993
C 3.18079 -4.31545 2.67283 -0.4347
C 2.29258 -3.21186 1.80152 0.4404
C 3.18668 -2.36228 0.71333 -0.2925
O 4.32991 -1.63627 1.28896 -0.3866
C 3.99687 -0.24430 1.62952 -0.1902
O -2.29322 0.10990 2.75505 -0.3261
C -0.96838 -0.21301 2.27914 0.3182
N 0.30771 -0.40103 2.01662 -0.2822
H 0.88055 2.50040 -1.07538 0.4779
H 0.24716 0.72163 -0.78366 0.2000
H 0.71442 1.86963 0.73384 0.0752
H -1.35750 3.37364 0.23354 -0.0992
H -1.41239 2.78258 -1.54699 -0.0957
H -2.66103 1.06451 -1.12885 0.4604
H -3.87905 -1.95113 2.73286 0.2718
H -5.68937 -3.02090 4.50748 0.3055
H -8.34899 -2.27347 4.53599 0.3373
H -7.42071 0.82340 0.83961 0.4783
H -3.37953 3.60260 0.99334 0.6702
H -3.76221 4.28281 -1.01198 -0.2884
H -4.17264 2.55346 -1.57307 0.2909
H -5.89753 3.43223 -3.26160 0.3412
H -7.24860 5.93701 -0.97142 0.3599
H -6.22939 2.65096 1.49182 0.3655
H -5.38756 4.31903 1.67301 0.5812
H -5.61078 2.79367 3.93276 0.4114
H -4.07293 3.82698 3.59031 0.2543
H -2.05477 3.66975 2.76710 0.6242
H -0.67349 2.51300 2.28551 -0.1082
H -1.78797 1.41122 4.95672 0.3283
H -1.52899 3.36333 5.07351 0.1767
H 0.92844 3.13311 4.76174 0.4814
H 0.80053 1.62653 3.63375 -0.1939
H -0.35752 1.23497 6.65676 0.3331
H 1.48821 1.66578 6.55846 0.3626
H 0.54464 -1.08663 6.49688 0.4326
H 0.40456 -0.77940 4.64213 -0.2567
H 3.09473 0.16729 6.26958 0.5020
H 2.85314 -0.42421 4.41901 -0.3202
H 4.15079 -2.15057 6.11928 0.3359
H 2.49448 -2.26435 7.17534 0.3334
H 2.23162 -4.31193 5.81257 0.3198
H 1.42126 -3.08878 4.62929 0.1057
H 4.42582 -4.34892 4.59311 0.1864
H 4.13280 -2.54466 3.84491 0.1854
H 4.05371 -4.67003 1.96136 0.2823
H 2.41536 -5.19336 2.93245 0.0776
H 1.88333 -2.44160 2.58252 -0.5696
H 1.35695 -3.69784 1.27497 0.3638
H 2.45568 -1.54651 0.25072 0.0020
H 3.50143 -3.04912 -0.21075 0.2536
H 3.97159 0.48599 0.68983 0.2428
H 2.93413 -0.15562 2.12936 -0.1493
H 4.76825 0.16808 2.43019 0.2812
C 2.44179 6.49390 -0.48835 -1.6100
C 1.14240 6.00795 -1.12612 0.1774
N 0.16617 7.07550 -1.35993 0.1689
C -1.17486 6.57872 -1.68152 -1.0163
C -1.34156 5.78720 -2.97558 -0.3838
C 0.62085 8.20903 -2.16872 -0.7272
C 1.14714 7.91403 -3.56945 -0.8729
H 2.24628 7.05193 0.43316 0.3450
H 3.07327 5.63647 -0.23298 0.4527
H 3.01639 7.13089 -1.16740 0.3294
H 0.70657 5.27634 -0.43457 -0.0090
H 1.37939 5.46592 -2.04774 0.2153
H -1.88217 7.41664 -1.68641 0.3606
H -1.50552 5.93965 -0.85282 0.1798
H -1.30285 6.43657 -3.85267 0.2746
H -2.32228 5.30011 -2.98419 0.3811
H -0.58784 5.00237 -3.08500 0.0785
H 1.41444 8.72658 -1.61300 0.3984
H -0.18053 8.95307 -2.24135 0.3560
H 1.84211 7.07140 -3.59040 0.2351
H 1.68634 8.78894 -3.94885 0.3912
H 0.33485 7.71455 -4.27138 0.2246
C 0.62325 -4.01703 -4.11858 -1.4561
C 1.79483 -3.04124 -4.03759 -0.2350
N 3.10167 -3.69714 -3.94114 0.1690
C 4.18457 -2.78558 -3.56042 -0.1616
C 4.53098 -1.65907 -4.52988 -1.1396
C 3.43356 -4.64872 -5.00421 -0.6919
C 3.41108 -4.14079 -6.44211 -0.9456
H 0.64188 -4.72831 -3.28639 0.3256
H -0.32222 -3.46688 -4.06774 0.4258
H 0.62361 -4.57805 -5.05789 0.3070
H 1.63732 -2.43411 -3.13757 0.3775
H 1.74676 -2.35602 -4.89052 0.2355
H 5.09229 -3.36483 -3.35319 0.4284
H 3.91904 -2.32971 -2.59804 -0.1511
H 5.06704 -2.03169 -5.40525 0.2434
H 5.19190 -0.93948 -4.03539 0.4555
H 3.64650 -1.11055 -4.86577 0.2501
H 2.73497 -5.49347 -4.93462 0.3792
H 4.41298 -5.09730 -4.80276 0.3445
H 2.52198 -3.54682 -6.66605 0.2407
H 3.41401 -4.99291 -7.13060 0.3771
H 4.29657 -3.54499 -6.67288 0.2551
C -1.83733 2.64717 -5.18889 -1.3036
C -2.20196 3.69927 -6.23361 -0.5398
N -1.06482 4.14213 -7.04487 0.1577
C -1.34189 5.35117 -7.82591 -0.6034
C -2.41312 5.26033 -8.90901 -1.0304
C -0.32536 3.09691 -7.75654 -0.6678
C -1.10563 2.20684 -8.71831 -0.9720
H -1.01443 2.98915 -4.55275 0.2261
H -2.69989 2.45033 -4.54358 0.2480
H -1.55138 1.69678 -5.64937 0.4583
H -2.60188 4.56153 -5.68588 0.5105
H -3.01853 3.31597 -6.85460 0.3062
H -0.41130 5.71325 -8.27904 0.4447
H -1.63837 6.14367 -7.12696 0.2330
H -2.05992 4.70281 -9.77900 0.2185
H -2.66789 6.26632 -9.25860 0.4287
H -3.33582 4.79897 -8.54599 0.2628
H 0.15094 2.44835 -7.00890 0.3429
H 0.51778 3.54513 -8.29440 0.3802
H -2.04535 1.84746 -8.29261 0.2588
H -0.50506 1.32568 -8.96932 0.3711
H -1.32127 2.72032 -9.65755 0.2642
C 5.78081 -7.53036 6.65491 -1.3575
C 4.64532 -8.11500 5.81815 -0.4519
N 4.82121 -7.92899 4.37529 0.3248
C 3.60966 -8.20978 3.59951 -0.4802
C 3.07977 -9.64084 3.61357 -1.2213
C 6.06414 -8.44633 3.79800 -0.7372
C 6.37286 -9.92723 3.99209 -0.9796
H 5.94660 -6.47494 6.41535 0.2459
H 5.53015 -7.59686 7.71883 0.4404
H 6.71869 -8.07389 6.50660 0.2932
H 3.72739 -7.60212 6.13085 0.4589
H 4.51876 -9.17117 6.07859 0.2893
H 3.76369 -7.90041 2.55884 0.3620
H 2.81203 -7.55342 3.97030 0.2277
H 3.69852 -10.30536 3.00692 0.2467
H 2.07303 -9.66373 3.18334 0.4459
H 3.01033 -10.05042 4.62522 0.2700
H 6.89971 -7.87037 4.21818 0.4009
H 6.09529 -8.21588 2.72702 0.3607
H 6.21050 -10.26108 5.01953 0.2434
H 7.42503 -10.11554 3.75209 0.3841
H 5.77913 -10.55366 3.32320 0.2533

# 2
15
Properties=species:S:1:pos:R:3:nbo_charge:R:1 method="wB97M-V/def2-TZVPD" energy_ev=-6251.530 homo_lumo_gap_ev=10.092 largest_force_ev_per_a=2.51 de_lowest_kj_mol=183.15 lumo_ev=0.96
C -1.09186 3.60171 -0.90189 -0.0423
N -1.85504 3.83869 0.08922 -0.6002
H -0.15854 3.08822 -0.66594 0.1547
H -1.10827 4.17157 -1.83193 0.1508
H -2.81066 4.06904 -0.18193 0.3371
C -0.00959 -1.92656 1.08054 -0.6352
C 0.93615 -1.89104 -0.17259 -0.2090
N 1.92637 -3.01759 -0.07505 -0.8400
H 0.47891 -2.15003 2.02876 0.2108
H -0.51943 -0.96680 1.10712 0.2144
H -0.79484 -2.64077 0.79316 0.2076
H 0.44230 -2.09196 -1.12769 0.1747
H 1.45881 -0.94094 -0.28688 0.1733
H 1.72260 -3.49531 0.79186 0.3504
H 1.76896 -3.59945 -0.88047 0.3528